Density functional theory data (ωB97M-V/def2-TZVPD) for C60H54GeN6NaP2Se4 as an isolated structure.

Geometry as ORCA input:
```
! wB97M-V def2-TZVPD RIJCOSX def2/J DEFGRID3
* xyz 0 2
Na -0.18729 0.02610 -0.25407
C -0.43494 1.74361 4.57865
Se -0.16215 1.60349 2.65649
C -2.02508 1.85167 2.13900
C -2.89213 0.62810 2.39352
Se -2.42775 -0.92828 1.29403
C -1.67565 -2.04683 2.69677
H 0.54385 1.61966 5.03804
H -1.09504 0.96046 4.94568
H -0.83261 2.72427 4.83057
H -2.00001 2.12080 1.08086
H -2.41493 2.71490 2.68252
H -3.94232 0.85353 2.20369
H -2.80834 0.29670 3.42834
H -2.42872 -2.21487 3.46262
H -0.78947 -1.56647 3.10518
H -1.39232 -2.99444 2.24243
Se 6.65787 -0.41046 2.41218
P 5.51774 1.20033 1.69485
C 6.41228 2.05525 0.36740
C 6.53346 1.36154 -0.83590
C 7.28250 1.89012 -1.87209
C 7.92545 3.11163 -1.71529
C 7.82193 3.79768 -0.51546
C 7.06889 3.26954 0.52571
C 5.15266 2.41449 2.99680
C 3.84468 2.74406 3.33978
C 3.59696 3.61179 4.39438
C 4.65156 4.16137 5.10572
C 5.95937 3.82977 4.77368
C 6.20893 2.94915 3.73449
C 3.90217 0.74018 1.01874
C 2.85478 1.32144 0.27922
N 1.84129 0.44617 0.32098
N 2.22474 -0.60373 1.01828
N 3.46065 -0.46591 1.42978
P 2.44042 2.84975 -0.59332
Se 0.41866 2.87242 -1.26336
C 2.81333 4.24738 0.49238
C 1.79092 4.81750 1.24429
C 2.07404 5.86065 2.11297
C 3.37147 6.33910 2.23076
C 4.39241 5.77332 1.48068
C 4.11256 4.72857 0.61439
C 3.52844 2.95813 -2.03536
C 3.92647 4.17888 -2.57014
C 4.58227 4.21885 -3.79240
C 4.81554 3.04705 -4.49541
C 4.40739 1.82874 -3.96938
C 3.77382 1.78136 -2.73953
H 6.04152 0.40288 -0.95262
H 7.36297 1.35001 -2.80635
H 8.51057 3.52489 -2.52677
H 8.32931 4.74473 -0.38475
H 6.99365 3.81224 1.45904
H 3.01530 2.32203 2.78770
H 2.57605 3.86144 4.65357
H 4.45719 4.84062 5.92599
H 6.78448 4.24106 5.34036
H 7.22482 2.64530 3.51158
H 0.78099 4.44092 1.13794
H 1.27761 6.30380 2.69656
H 3.58854 7.15330 2.91023
H 5.40560 6.14312 1.57150
H 4.90459 4.28934 0.02648
H 3.71316 5.10075 -2.04500
H 4.89468 5.17003 -4.20254
H 5.31359 3.08295 -5.45574
H 4.59061 0.91342 -4.51621
H 3.46562 0.82952 -2.32286
C -1.81465 -4.01948 -4.04226
C -0.44440 -4.13353 -4.22644
C 0.43041 -3.80132 -3.19872
C -0.04805 -3.34603 -1.96804
C -1.43209 -3.25499 -1.79642
C -2.30933 -3.59063 -2.81738
Ge 1.15338 -2.68000 -0.54526
C 2.97849 -2.67094 -1.23076
C 3.27061 -2.11093 -2.47654
C 4.57135 -2.08786 -2.96297
C 5.60677 -2.59758 -2.19196
C 5.33742 -3.12548 -0.93758
C 4.03356 -3.16688 -0.46509
C 0.94959 -3.83513 1.01324
C 0.10555 -4.94592 0.95392
C -0.09422 -5.74772 2.07045
C 0.55315 -5.45322 3.26135
C 1.40689 -4.36008 3.33013
C 1.59976 -3.55108 2.21865
H -2.49330 -4.26385 -4.84951
H -0.05449 -4.48050 -5.17525
H 1.49554 -3.90577 -3.35885
H -1.83736 -2.89474 -0.85445
H -3.37816 -3.50726 -2.66167
H 2.47271 -1.70647 -3.09157
H 4.77786 -1.67390 -3.94223
H 6.62484 -2.57101 -2.56116
H 6.14495 -3.49278 -0.31843
H 3.84252 -3.58031 0.51732
H -0.40192 -5.19130 0.02795
H -0.75179 -6.60584 2.00733
H 0.40009 -6.07926 4.13134
H 1.92465 -4.13367 4.25375
H 2.25434 -2.69392 2.29098
N -4.53231 -0.28941 -6.27062
C -4.72475 -0.61184 -7.59827
C -5.82731 -0.51255 -8.44140
C -5.65086 -0.94504 -9.74028
C -4.42026 -1.45883 -10.18493
C -3.33351 -1.55164 -9.34134
C -3.49149 -1.11744 -8.02506
N -2.57712 -1.09348 -6.98499
C -3.23039 -0.59919 -5.97166
C -2.64965 -0.39558 -4.63676
C -3.42067 -0.08657 -3.52331
C -2.79758 0.04666 -2.29435
N -1.48809 -0.10368 -2.11711
C -0.75304 -0.37447 -3.19904
C -1.27841 -0.53423 -4.46485
H -5.19999 0.14288 -5.65828
H -6.77603 -0.11851 -8.10223
H -6.47926 -0.88791 -10.43372
H -4.32945 -1.78605 -11.21194
H -2.38349 -1.94461 -9.67677
H -4.49568 0.02104 -3.58042
H -3.38671 0.25445 -1.40799
H 0.31306 -0.48853 -3.03810
H -0.65083 -0.77793 -5.30939
*
```

## Properties
LUMO level (alpha / beta) = -0.201 / -0.628 eV
F_max = 0.63 eV/Å
calculated total energy = -15175.07181 hartree
highest occupied orbital energy (alpha / beta) = -0.2474 / -0.2681 Eh
frontier orbital gap (alpha / beta) = 0.2400 / 0.2450 Eh
relative energy (zero: lowest compared OMol25 entry of this formula, charge and spin) = 3.6 kcal per mole

***

Density functional theory data (ωB97M-V/def2-TZVPD) for C4H24B3NO12S as an isolated structure.

Geometry as ORCA input:
```
! wB97M-V def2-TZVPD RIJCOSX def2/J DEFGRID3
* xyz 0 1
N -0.73452 3.33103 -2.61488
B -1.10241 2.69904 -3.88075
O -0.31905 1.77667 -4.61610
B -1.10711 0.62462 -4.84886
O -2.50595 0.69907 -5.07072
B -3.07676 1.75587 -4.30140
C -4.34701 1.58813 -3.36252
C -4.03360 0.91165 -1.99403
C -3.19547 -0.39448 -2.10673
C -1.72468 -0.26188 -1.65370
S -1.53056 -0.37980 0.15877
O -2.58843 0.31603 0.89673
O -1.36111 -1.78645 0.58206
O -0.07064 0.35713 0.45277
O -2.39453 3.00107 -4.40532
H 0.22985 3.15737 -2.34839
H -1.30851 2.89662 -1.89799
H -0.62848 -0.46069 -4.89179
H -5.13056 1.06184 -3.92888
H -4.70639 2.60525 -3.14043
H -3.60378 1.63717 -1.29205
H -5.00118 0.62211 -1.56034
H -3.66420 -1.13493 -1.43972
H -3.24082 -0.83132 -3.11178
H -1.21945 0.66548 -1.96103
H -1.14538 -1.09929 -2.06892
H 0.59747 -0.18792 0.02357
O 1.44953 -1.89126 2.49431
H 0.84212 -2.25969 3.14473
H 0.87985 -1.39066 1.90457
O -0.33027 -3.32512 5.04916
H -0.68547 -2.47154 5.31594
H 0.01109 -3.70303 5.86391
O 3.99132 -2.49084 4.74701
H 3.38921 -2.85842 5.39771
H 3.41765 -1.99071 4.15436
O 1.79207 4.59747 -3.16182
H 1.07728 5.15584 -3.48309
H 2.57596 5.14850 -3.23217
O 6.57669 -3.72920 6.66688
H 5.97953 -4.09891 7.32087
H 5.99833 -3.23260 6.07579
O 7.31136 -1.14923 5.39123
H 7.73736 -1.76310 5.99862
H 6.89967 -1.71693 4.73440
*
```

## Properties
LUMO level = 0.040 eV
F_max = 3.50 eV/Å
calculated total energy = -1597.44780 hartree
highest occupied orbital energy = -0.4002 Eh
frontier orbital gap = 0.4017 Eh

***

Density functional theory data (ωB97M-V/def2-TZVPD) for a 4-piece molecular cluster, C53H88F3N5O6 overall.

Geometry as ORCA input:
```
! wB97M-V def2-TZVPD RIJCOSX def2/J DEFGRID3
* xyz 0 1
C -5.24740 4.91007 -10.80696
C -5.84221 5.11538 -9.30233
C -6.38569 3.66849 -8.80858
C -5.40598 3.05047 -7.66114
O -6.26639 2.80702 -6.48280
N -5.69569 1.77773 -5.79649
C -6.34251 0.44409 -6.00192
O -7.07924 0.07813 -6.96859
C -5.84652 -0.36411 -4.71792
C -5.85031 -1.87697 -4.36758
O -6.41610 -2.84236 -5.28510
C -7.74443 -3.06334 -4.77016
N -8.87152 -3.11011 -4.31156
C -5.22514 -2.33846 -2.98977
C -4.61482 -1.30814 -1.95738
C -3.96372 -1.83130 -0.58298
C -2.41868 -2.34662 -0.81008
C -1.94451 -2.20852 -2.33443
F -1.43002 -0.94441 -2.82018
C -2.01830 -3.25165 -3.30693
F -2.25201 -4.62031 -3.00528
F -1.84449 -2.94941 -4.70430
C -4.68655 0.22517 -2.36015
C -4.12053 1.29974 -1.31771
C -5.23058 1.38868 -0.11073
O -4.62689 1.29018 1.20463
C -4.43324 2.65195 1.71252
C -3.74959 2.46165 3.18320
O -2.61472 3.39546 3.34546
C -1.44815 2.52259 3.25682
C -1.03429 2.07871 1.81791
C 0.18556 1.09632 1.60826
C 1.00494 0.56887 2.86014
C 2.22499 -0.48636 2.58098
C 3.19778 -0.40680 3.85696
C 1.53101 -1.94932 2.57711
C 2.88080 -0.04196 1.18444
C 4.34532 -0.62847 0.87669
C 4.58518 -0.38930 -0.72953
C 4.51335 -2.21408 1.10134
C 5.55294 0.22330 1.59114
C 0.57943 1.05273 4.27619
C -0.64155 2.04081 4.50559
C -5.28056 0.69674 -3.71615
C -5.45156 2.14284 -4.37095
O -5.40127 3.29277 -3.84623
H -5.86866 4.12409 -11.37429
H -4.19104 4.46626 -10.67767
H -5.24512 5.94342 -11.30341
H -6.72172 5.84939 -9.25955
H -5.00765 5.49876 -8.61260
H -6.43873 2.88822 -9.65482
H -7.43189 3.82520 -8.34872
H -4.92455 2.07622 -8.02978
H -4.52904 3.76198 -7.40189
H -5.19959 -3.45491 -2.69554
H -4.56747 -2.68327 -0.10363
H -3.88944 -0.97151 0.18581
H -1.69633 -1.69073 -0.18696
H -2.36787 -3.44930 -0.48272
H -4.14750 2.32719 -1.83096
H -3.06796 1.06728 -0.93531
H -5.92312 2.29432 -0.25135
H -5.90888 0.45118 -0.22027
H -5.46084 3.15552 1.79598
H -3.71473 3.19218 0.99158
H -4.51701 2.64712 4.02233
H -3.36867 1.37345 3.26911
H -1.60931 2.44567 0.88329
H 0.39763 0.79793 0.52867
H 2.64224 -0.67620 4.84078
H 4.03637 -1.20668 3.77159
H 3.73084 0.59590 4.00161
H 0.39209 -1.78995 2.43465
H 1.86964 -2.63574 1.72863
H 1.63812 -2.42822 3.62862
H 2.93429 1.11307 1.11323
H 2.18405 -0.40183 0.32858
H 5.59052 -0.80775 -1.08987
H 4.50193 0.76138 -0.86796
H 3.67524 -0.83348 -1.27123
H 4.62131 -2.54062 2.19167
H 5.47968 -2.54376 0.54362
H 3.65818 -2.76344 0.53882
H 5.06041 1.13230 2.09869
H 6.04436 -0.44248 2.40193
H 6.32318 0.56082 0.79356
H 1.11994 0.72332 5.22659
H -0.95970 2.36866 5.55968
C 7.87579 4.82278 2.72641
C 8.78906 4.31575 1.61576
N 8.09004 3.60161 0.55264
C 8.99061 2.89431 -0.35683
C 9.94555 3.73399 -1.20291
C 6.99243 4.31755 -0.09266
C 7.31183 5.65457 -0.75737
H 7.29208 4.00566 3.16081
H 8.47700 5.26678 3.52501
H 7.18801 5.59389 2.37152
H 9.50840 3.63457 2.08196
H 9.36827 5.16138 1.22388
H 8.40176 2.25165 -1.02134
H 9.59204 2.19887 0.24084
H 9.42937 4.22060 -2.03081
H 10.70867 3.08550 -1.64529
H 10.46748 4.49333 -0.61733
H 6.20942 4.48829 0.65445
H 6.51732 3.66243 -0.83138
H 7.95871 6.28672 -0.14445
H 6.38329 6.20898 -0.92877
H 7.77973 5.51910 -1.73357
C -2.44295 -10.53683 -1.92304
C -2.85195 -9.19675 -2.52432
N -3.34430 -9.28677 -3.89472
C -3.47622 -7.98488 -4.54731
C -4.49985 -7.00661 -3.97497
C -4.45167 -10.21185 -4.12227
C -5.73751 -9.98688 -3.33005
H -1.69465 -11.03629 -2.54541
H -2.00471 -10.37916 -0.93333
H -3.29650 -11.20690 -1.79657
H -1.96254 -8.55820 -2.51230
H -3.58571 -8.72303 -1.85973
H -3.68698 -8.13395 -5.61225
H -2.49423 -7.49744 -4.52438
H -5.51906 -7.28696 -4.24231
H -4.32713 -6.00993 -4.39426
H -4.43192 -6.91604 -2.88882
H -4.09741 -11.22728 -3.91341
H -4.69533 -10.22938 -5.19021
H -5.55078 -9.76351 -2.27691
H -6.35267 -10.89195 -3.36632
H -6.33928 -9.18270 -3.75599
C 4.36132 3.16449 6.51191
C 3.11516 2.88150 7.34349
N 3.34432 1.98736 8.47360
C 2.10809 1.51345 9.09437
C 1.21232 2.54986 9.76987
C 4.39651 2.38369 9.40614
C 4.26286 3.74245 10.08982
H 4.81510 2.23582 6.15277
H 4.09361 3.76644 5.63871
H 5.11106 3.72539 7.07481
H 2.38413 2.41842 6.67229
H 2.68285 3.83758 7.66448
H 2.34610 0.72625 9.81867
H 1.51646 1.00913 8.32057
H 1.61775 2.86871 10.73035
H 0.23128 2.10836 9.97321
H 1.04671 3.43096 9.14674
H 5.35234 2.36531 8.87113
H 4.50759 1.61222 10.17607
H 3.95470 4.53285 9.40130
H 5.22979 4.03680 10.51089
H 3.55710 3.70902 10.92111
*
```

## Properties
LUMO level = -1.427 eV
SMILES = CCCCON1C(=O)c2c(OC#N)cc(CCC(F)=C(F)F)c(CCOCCOc3ccc(C(C)(C)CC(C)(C)C)cc3)c2C1=O.CCN(CC)CC.CCN(CC)CC.CCN(CC)CC
F_max = 6.82 eV/Å
calculated total energy = -3096.33229 hartree
highest occupied orbital energy = -0.3004 Eh
frontier orbital gap = 0.2480 Eh

***

Question: The lowest F_max belongs to which entry?
Answer: C60H54GeN6NaP2Se4

***

Question: Among the records above, which one has the highest F_max?
Answer: C53H88F3N5O6